Computed, not measured: a structure of composition C28H40BN16Y, with ωB97M-V/def2-TZVPD.

Values from the calculation:
LUMO (spin up / spin down) = -8.12 / -10.70 eV
E_HOMO (spin up / spin down) = -16.78 / -16.80 eV
energy relative to the best compared isomer or geometry (same formula, charge and spin) = 3.6 kcal/mol
spin multiplicity = 2
net charge = +3

Each line ends with the Löwdin charge.
Atoms and positions in Å:
Y1 -0.627248 -0.915766 0.309530  1.620
C1 1.892670 -2.888902 1.473478  -0.153
C2 1.988457 -1.411692 1.884804  -0.178
N1 0.680939 -0.894645 2.329183  -0.155
C3 0.154860 -1.491467 3.573763  -0.146
C4 -1.355530 -1.639810 3.483383  -0.155
N2 -1.801448 -2.173347 2.166677  -0.140
C5 -1.679040 -3.648900 2.050615  -0.169
C6 -0.237164 -4.106425 1.913844  -0.154
N3 0.535808 -3.246249 0.976428  -0.087
H1 2.165216 -3.536981 2.306949  0.127
H2 2.628645 -3.082302 0.693179  0.126
H3 2.306302 -0.782608 1.044753  0.086
H4 2.756481 -1.292960 2.654025  0.139
H5 0.778897 0.115903 2.475057  0.075
H6 0.395028 -0.861477 4.432270  0.143
H7 0.647917 -2.441637 3.754497  0.110
H8 -1.808895 -0.652775 3.598759  0.118
H9 -1.725165 -2.261221 4.303336  0.141
H10 -2.800471 -1.984646 2.134862  0.096
H11 -2.242193 -3.954340 1.171145  0.097
H12 -2.137231 -4.142176 2.912305  0.140
H13 -0.236656 -5.141665 1.568488  0.141
H14 0.255283 -4.123972 2.881943  0.110
H15 0.670864 -3.788168 0.133665  0.098
C7 2.817747 2.029601 3.727160  -0.007
C8 2.560030 1.880910 2.266556  -0.343
C9 3.504277 1.685460 1.222519  0.012
C10 2.757623 1.597333 0.088639  -0.079
N4 1.432393 1.712276 0.430801  -0.035
N5 1.326809 1.911535 1.786394  0.083
B1 0.379895 2.230230 -0.555650  -0.691
N6 0.361127 1.380977 -1.828935  0.012
C11 0.911769 1.591033 -3.049547  -0.054
C12 0.255194 0.815058 -3.965610  0.018
C13 -0.732641 0.139432 -3.231714  -0.330
C14 -1.817813 -0.709006 -3.801707  0.001
N7 -0.642483 0.443661 -1.938581  0.026
N8 -1.017691 2.309059 0.065669  0.003
C15 -1.942565 3.267372 -0.127412  -0.016
C16 -3.143506 2.839695 0.381259  0.033
C17 -2.882662 1.563313 0.881568  -0.311
C18 -3.846849 0.658978 1.572921  -0.001
N9 -1.599489 1.237837 0.674759  -0.023
N10 0.786699 3.747256 -0.835296  0.045
C19 0.953664 4.657408 0.248818  0.040
C20 1.389673 5.827134 -0.264421  0.052
C21 1.487826 5.607381 -1.659824  -0.185
C22 1.911769 6.493862 -2.739514  0.023
N11 1.107839 4.287756 -1.946532  0.200
H16 3.527319 2.836207 3.911181  0.096
H17 3.259289 1.123829 4.147232  0.086
H18 1.893212 2.255237 4.254906  0.087
H19 4.577282 1.640355 1.307424  0.126
H20 3.060327 1.494965 -0.942980  0.127
H21 1.705885 2.300319 -3.195599  0.118
H22 0.427342 0.771887 -5.027562  0.127
H23 -1.434560 -1.401908 -4.550372  0.099
H24 -2.539653 -0.062999 -4.304302  0.105
H25 -2.358844 -1.253612 -3.034830  0.049
H26 -1.699264 4.196491 -0.616292  0.139
H27 -4.073582 3.380145 0.410871  0.129
H28 -4.511472 1.237596 2.212222  0.107
H29 -3.332093 -0.053787 2.213361  0.039
H30 -4.478980 0.128328 0.857511  0.088
H31 0.737491 4.334304 1.255443  0.138
H32 1.610484 6.739847 0.262848  0.140
H33 1.813246 7.541452 -2.464693  0.109
H34 1.370312 6.272794 -3.659542  0.109
H35 2.975232 6.306854 -2.949406  0.128
N12 -3.586682 -3.793501 -1.690177  0.092
C23 -3.435272 -2.780712 -0.844451  -0.116
N13 -2.161727 -2.404132 -0.843829  0.014
C24 -1.585547 -3.254474 -1.755924  -0.331
N14 -2.423561 -4.109204 -2.279808  0.185
C25 -0.189021 -3.101407 -2.179955  -0.214
C26 0.380018 -3.873233 -3.186497  -0.017
N15 1.626237 -3.667257 -3.592250  0.146
C27 2.304925 -2.687492 -3.011071  -0.053
C28 1.747080 -1.910993 -2.001272  -0.086
N16 0.502058 -2.123855 -1.578254  0.007
H36 -4.428874 -4.302563 -1.927911  0.191
H37 -4.241837 -2.357498 -0.267138  0.147
H38 -0.186460 -4.661139 -3.668679  0.139
H39 3.318412 -2.513142 -3.351052  0.132
H40 2.306315 -1.105017 -1.538414  0.112

Cartesian forces, eV/Å:
0.122 -0.540 -0.488
0.007 -0.031 0.045
-0.054 -0.050 0.066
-0.014 0.400 0.083
0.001 0.001 0.013
-0.017 0.021 0.034
-0.128 0.112 0.134
0.041 0.011 0.016
-0.003 -0.023 -0.010
-0.007 0.072 0.102
-0.009 0.000 0.002
0.006 -0.002 0.006
-0.004 -0.077 -0.019
0.019 0.010 -0.025
0.088 -0.032 0.017
0.006 -0.008 0.001
-0.009 -0.004 -0.011
0.002 -0.001 -0.002
0.006 0.002 0.004
-0.005 -0.047 -0.042
-0.013 -0.005 0.007
0.016 0.006 0.012
0.004 0.006 -0.005
-0.006 0.001 -0.002
-0.006 0.003 -0.006
0.022 -0.006 0.009
-0.067 0.025 0.026
0.030 0.059 -0.009
-0.028 0.002 -0.058
-0.154 -0.441 0.005
0.120 0.165 -0.056
0.052 0.269 0.010
0.046 0.062 -0.170
0.009 -0.024 0.039
-0.018 0.011 -0.004
0.041 -0.001 -0.022
-0.006 -0.006 0.002
-0.187 0.094 0.213
0.030 -0.125 -0.052
-0.018 0.017 -0.066
0.026 0.018 0.061
-0.013 0.092 0.030
-0.026 -0.001 -0.033
0.021 -0.063 0.208
0.092 0.026 0.190
0.013 0.022 -0.033
-0.004 0.063 0.032
-0.016 -0.006 0.030
-0.005 0.010 0.002
-0.092 -0.106 -0.081
-0.004 0.003 -0.004
-0.004 -0.002 -0.006
0.002 -0.004 0.015
0.004 -0.014 0.009
-0.005 -0.022 0.003
0.003 0.033 0.008
-0.005 0.001 -0.006
0.004 -0.032 0.028
0.020 -0.002 -0.032
-0.022 0.026 -0.002
-0.006 0.005 0.006
-0.001 0.008 0.008
-0.009 0.001 -0.012
-0.008 0.006 0.010
0.008 -0.009 0.002
0.003 0.013 0.002
0.002 0.001 -0.002
0.006 0.000 0.004
0.001 0.004 -0.002
0.001 -0.004 -0.005
0.000 0.003 -0.002
0.013 -0.003 0.018
-0.162 -0.064 -0.086
0.066 0.048 -0.056
0.017 -0.011 -0.011
-0.016 0.017 -0.008
-0.018 -0.004 -0.011
-0.006 0.004 0.006
0.017 0.015 0.001
-0.011 -0.012 -0.036
0.198 0.017 -0.061
-0.001 0.001 0.004
-0.001 0.003 0.000
-0.003 0.000 0.004
0.000 0.002 0.000
0.000 -0.009 0.010

***

Computed, not measured: a structure of composition C28H40BiN5S in a non-equilibrium geometry, with ωB97M-V/def2-TZVPD.

Values from the calculation:
LUMO = -6.51 eV
E_HOMO = -13.36 eV
energy relative to the best compared isomer or geometry (same formula, charge and spin) = 18.3 kcal/mol
net charge = +2

Each line ends with the Löwdin charge.
Atoms and positions in Å:
Bi1 0.259926 -0.567261 0.148436  1.896
C1 -2.257220 2.642431 1.576871  -0.038
C2 -1.902817 2.187982 0.211860  -0.235
C3 -2.714349 1.232711 -0.432938  -0.224
C4 -3.854632 0.581257 0.297273  -0.043
C5 -2.458409 0.845440 -1.762470  -0.231
C6 -3.277477 -0.278986 -2.302931  -0.049
C7 -1.530277 1.574890 -2.496863  -0.199
C8 -1.466106 1.452109 -3.998553  -0.040
C9 -0.626126 2.449596 -1.848912  -0.207
C10 0.517222 3.091313 -2.582426  -0.047
C11 -0.813006 2.776941 -0.482179  -0.212
C12 0.020588 3.827339 0.212185  -0.059
H1 -2.071306 1.837321 2.338262  0.093
H2 -3.319821 2.935186 1.708311  0.111
H3 -1.645658 3.511317 1.813022  0.059
H4 -3.970705 -0.469510 -0.062752  0.068
H5 -4.812997 1.117666 0.129445  0.117
H6 -3.688869 0.473346 1.389458  0.083
H7 -4.367192 -0.111848 -2.159482  0.108
H8 -3.047533 -1.233802 -1.774618  0.076
H9 -3.115089 -0.509255 -3.365428  0.078
H10 -0.671900 0.747558 -4.365787  0.092
H11 -1.278858 2.435880 -4.439946  0.090
H12 -2.415874 1.074188 -4.413516  0.084
H13 1.478299 2.856408 -2.075335  0.052
H14 0.398144 4.187956 -2.635823  0.106
H15 0.552298 2.705068 -3.604878  0.067
H16 -0.609703 4.630875 0.668463  0.103
H17 0.699100 4.325090 -0.495138  0.066
H18 0.662762 3.400620 1.031440  0.072
C13 1.911395 -3.622836 0.019650  -0.157
C14 0.684282 -3.725930 -0.898904  -0.190
N1 0.388617 -2.486268 -1.652953  -0.150
C15 1.320755 -2.236990 -2.729621  -0.191
C16 2.022990 -0.851037 -2.721225  -0.197
N2 2.519529 -0.371757 -1.430741  -0.186
C17 3.608810 -1.081574 -0.784550  -0.210
C18 3.286028 -1.585733 0.624606  -0.207
N3 2.028375 -2.354676 0.775168  -0.123
H19 2.793222 -3.855898 -0.598040  0.127
H20 1.819175 -4.457658 0.725520  0.140
H21 -0.210778 -4.049266 -0.376321  0.107
H22 0.872276 -4.544558 -1.631478  0.142
H23 -0.573440 -2.480993 -1.988241  0.120
H24 0.821572 -2.285453 -3.704900  0.136
H25 2.113054 -3.034272 -2.762551  0.135
H26 1.379771 -0.081758 -3.177026  0.106
H27 2.897312 -0.928842 -3.437402  0.144
H28 2.660285 0.635174 -1.385707  0.023
H29 4.473822 -0.389314 -0.682391  0.134
H30 3.999809 -1.929281 -1.424213  0.140
H31 3.246431 -0.748122 1.309069  0.096
H32 4.161065 -2.225334 0.950392  0.151
H33 1.813297 -2.531820 1.760208  0.127
S1 -2.224895 -2.613805 3.861640  1.113
C19 -2.829843 -3.308332 2.418522  -0.387
C20 -2.281713 -2.787711 1.295619  -0.252
C21 -1.274488 -1.805245 1.529437  -0.330
C22 -1.229827 -1.544160 2.911478  -0.553
C23 -0.384240 -0.619000 3.544598  -0.312
C24 -0.423029 -0.364072 4.937162  -0.004
C25 0.381534 0.645120 5.461238  -0.017
C26 1.235355 1.326185 4.601545  -0.044
C27 1.285193 0.996244 3.253187  -0.134
N4 0.523568 0.031483 2.711242  -0.014
H34 -3.572126 -4.110752 2.461443  0.092
H35 -2.635008 -3.067086 0.303176  0.100
H36 -1.127501 -0.925793 5.569561  0.107
H37 0.308911 0.963522 6.516793  0.138
H38 1.915178 2.081111 4.967691  0.116
H39 1.954922 1.563534 2.609996  0.090
N5 3.909980 3.052710 0.022168  0.123
C28 2.979339 2.344052 -0.036246  -0.023
H40 4.778613 3.636355 0.056368  0.140

Cartesian forces, eV/Å:
-1.006 -0.743 1.359
-0.183 -0.129 1.310
-0.092 -0.179 -1.093
0.712 -0.288 0.473
-0.297 -1.007 0.465
-0.229 0.417 0.812
-0.702 -0.920 -0.704
1.106 -0.052 -0.301
0.108 -0.707 -0.608
-0.442 0.176 1.038
0.181 -0.022 -0.351
-0.683 -0.543 -0.194
0.552 0.442 0.408
-0.061 0.689 -0.481
0.560 -0.226 -0.314
-0.226 -0.206 0.439
-0.169 0.904 0.344
0.506 -0.312 0.119
-0.072 0.385 -0.611
0.687 -0.105 -0.198
-0.149 0.544 -0.130
-0.003 0.306 0.331
-0.514 0.611 0.292
-0.057 -0.284 -0.043
0.434 0.286 0.200
-0.539 0.273 -0.368
0.175 -0.434 -0.017
0.292 0.225 0.205
0.498 -0.661 -0.429
-0.228 -0.183 0.343
-0.653 0.358 -0.649
-0.179 -0.576 -0.310
-0.266 -0.556 -0.817
-0.470 0.434 1.429
1.583 0.361 -1.056
1.219 0.078 -1.019
-0.932 -0.440 0.388
1.014 -0.526 -0.629
1.321 -1.220 0.359
-0.912 0.902 -0.471
0.000 0.567 0.462
0.148 0.201 -0.085
-0.086 0.327 0.349
0.044 0.411 0.453
0.209 -0.274 -0.006
0.009 -0.156 0.195
-0.799 0.625 0.239
-0.018 -0.171 0.467
-0.896 -0.078 0.487
-0.152 -0.301 -0.266
-0.397 -0.513 0.052
-0.598 0.846 0.525
-0.164 0.229 0.232
-0.831 0.626 -0.258
0.251 0.220 -0.336
-0.001 0.348 -1.149
-0.597 -0.727 0.499
0.282 0.148 -1.054
0.092 0.568 0.822
-0.477 -1.710 -1.471
2.292 1.723 0.717
-0.101 0.214 -0.551
-0.296 0.075 0.146
0.254 -0.117 -0.184
-0.183 -0.094 0.327
-0.791 -0.193 0.557
0.267 0.453 0.040
0.187 -0.142 0.230
0.410 0.417 -0.356
0.109 -0.479 -0.667
-0.128 0.141 0.039
-0.103 -0.307 -0.138
0.348 0.022 -0.020
1.385 0.931 0.227
-1.554 -0.902 -0.049

***

> The lowest net charge belongs to which entry?

C28H40BiN5S

***

> The lowest net charge belongs to which entry?

C28H40BiN5S